(1)
Below is C8H12Cl2GaN2O3RhS as an isolated structure at a distorted geometry, with properties calculated with the ωB97M-V functional and the def2-TZVPD basis.

## Properties
Net charge   +4
<S²>   6.0672
E_LUMO (alpha / beta)   -14.94 / -18.66 eV
Spin multiplicity   5

Atoms and positions in Å:
N -1.1156 0.6181 2.5636
O 0.8167 -2.5351 -9.4281
S 0.4297 1.2657 0.4635
C 0.1263 0.5953 2.0368
C -0.4470 0.7083 -9.9139
C -0.8797 -2.0299 0.4354
C 2.4592 -0.0776 2.1344
Rh 0.0053 0.0786 -8.2553
H 2.7235 0.8717 1.6300
O -0.7352 1.1675 -10.9458
C -1.4342 -0.3648 3.6153
H 2.4728 -0.8850 1.3874
C 0.4924 -1.5361 -8.9263
Ga 0.0358 -0.6810 -0.7292
H -0.7970 -1.2514 3.5001
H -2.4857 -0.6445 3.5412
Cl -0.5922 2.1872 -7.4071
H 0.3488 1.0202 4.4925
C -2.2376 1.1319 1.7652
C 1.2072 0.4039 4.2033
H -2.3461 0.5914 0.8066
Cl 1.9116 -1.3413 -1.6085
H 2.1280 0.9672 4.3864
N 1.1406 0.0485 2.7709
H -3.1621 1.0058 2.3465
H -2.0724 2.1991 1.5420
H -1.2565 0.0828 4.6010
H 3.2092 -0.2788 2.9120
O -1.1686 -2.8100 1.2589
H 1.2228 -0.5077 4.8213

(2)
Below is C5H7IN5 as an isolated structure at a distorted geometry, with properties calculated with the ωB97M-V functional and the def2-TZVPD basis.

## Properties
Net charge   +1
E_LUMO   -4.74 eV

Atoms and positions in Å:
H -2.4526 -2.7277 2.6274
H -2.2527 -0.9703 -1.0642
C -1.7824 -1.0882 -0.1815
H 1.9446 -0.0285 3.3446
I 0.5503 -2.5690 4.9948
H 0.7345 0.5771 -2.2660
H -0.1771 0.4476 -0.8483
C -0.4901 -1.6588 2.1381
N 1.1203 -0.1138 1.5146
N -2.4000 -1.7894 0.7666
N -0.6863 -0.3920 -0.0452
C -1.8353 -2.1048 1.8609
C 0.3286 -1.6832 3.2238
N 0.6048 1.2189 -1.5155
N 1.5191 -0.5985 2.6568
C -0.0019 -0.6895 1.1463
H 0.4816 2.1234 -1.9676
H 1.2053 1.2340 -0.6912

(3)
Below is a 2-piece molecular cluster, C2H3NO2S overall at a distorted geometry, with properties calculated with the ωB97M-V functional and the def2-TZVPD basis.

## Properties
E_LUMO (alpha / beta)   0.09 / 0.13 eV

Atoms and positions in Å:
H -0.1901 -0.2690 1.6430
S -1.6930 0.9893 -2.2391
O -0.9299 2.1212 0.1416
N 1.0586 0.1035 -0.4219
C 0.0965 -1.2355 1.1762
O 0.8687 -0.9784 0.2408
H 0.2092 -2.2289 1.6227
C -1.0855 1.6917 -0.9527
H 1.6655 -0.1937 -1.2106

(4)
Below is C4H8Br2NO2Pd as an isolated structure at a distorted geometry, with properties calculated with the ωB97M-V functional and the def2-TZVPD basis.

## Properties
Net charge   +3
<S²>   6.0160
E_LUMO (alpha / beta)   -11.27 / -14.91 eV
Spin multiplicity   5

Atoms and positions in Å:
H -2.4663 -1.1624 -2.1278
N -2.8706 -0.9185 -1.2200
C -2.8303 0.4130 -0.7346
C 4.5209 -0.8817 2.0772
Br 4.1914 -1.0857 0.1636
H -3.7237 0.8741 -1.2326
O 0.2732 0.0561 0.0684
O 0.2325 2.2031 -0.0989
H -1.8924 2.3108 -0.9811
H 4.7717 0.1528 2.2887
H -3.1051 0.4424 0.3241
H -1.3516 1.1462 -2.1692
C -1.6153 1.2604 -1.1114
H -3.6009 -1.5574 -0.8883
Pd 1.7050 -1.3987 0.6506
Br 2.8169 -1.3134 2.9314
C -0.3192 1.0704 -0.3284
H 5.2637 -1.6116 2.3881

(5)
Below is an isolated ion of composition C5H10ClN2 and charge +1 at a distorted geometry, with properties calculated with the ωB97M-V functional and the def2-TZVPD basis.

## Properties
Net charge   +1
SMILES   C[C@@H](Cl)C1=[NH+]CCN1
E_LUMO   -3.38 eV

Atoms and positions in Å:
N -0.0421 -0.5670 1.3429
H 1.1149 2.4602 1.1569
C -0.3145 -1.7629 -1.9753
H -0.4805 2.0006 1.7014
C 0.8170 0.4202 1.9154
H 0.7335 0.6021 2.9700
H -0.1227 -1.0399 -2.6925
C 0.3961 1.6870 1.1734
H 1.9165 0.0647 1.6706
H 0.4455 -2.2571 -1.4403
H -1.9090 -0.4277 -1.4708
H -0.3815 1.6943 -0.8865
C -1.2349 -1.0720 -0.9344
Cl -2.0897 -2.3754 -0.0198
N -0.0225 1.0687 -0.1344
H -0.1023 -1.5121 1.7441
H -0.7895 -2.4867 -2.6742
C -0.3547 -0.1662 0.1483

(6)
Below is C28H24N4RuS5 as an isolated structure at a distorted geometry, with properties calculated with the ωB97M-V functional and the def2-TZVPD basis.

## Properties
Net charge   +1
<S²>   8.8470
E_LUMO (alpha / beta)   -2.49 / -4.20 eV
Spin multiplicity   6

Atoms and positions in Å:
C 10.1584 12.2207 7.4377
N 12.5479 11.8260 7.4875
C 14.3456 6.7825 10.2755
H 9.5015 5.6861 12.5862
C 10.1533 10.9717 10.0143
C 9.0340 10.0851 9.4096
H 16.2189 11.5311 5.3807
S 9.6655 8.3806 9.2702
H 16.1482 10.3010 6.5849
H 10.4627 10.4658 10.9598
N 11.2837 10.8085 9.1318
H 16.4040 8.8926 11.9434
H 12.6503 13.9952 7.5107
H 8.8907 14.0701 10.9612
H 17.8477 6.8997 12.0004
C 7.5558 10.3625 9.3849
H 14.9658 13.4899 6.0979
C 9.1320 7.6616 10.8382
C 11.3805 6.2684 13.4893
C 16.0593 7.9636 11.5065
C 10.2979 6.4230 12.6393
S 12.7647 6.7393 9.4981
N 14.4046 11.4507 6.4078
S 13.2304 9.1484 7.2426
C 8.4291 10.5762 8.1450
C 8.7629 13.0698 10.6516
C 11.2642 11.6048 8.0349
C 16.3718 5.6563 10.9411
H 5.8654 11.2541 10.2938
H 8.0480 12.5130 7.1961
C 14.8113 7.9425 10.9025
H 6.9273 9.4898 9.3314
H 14.0183 9.3212 13.2408
H 6.7115 13.1778 11.1462
C 14.2440 12.8140 6.5012
C 15.1564 5.6560 10.3059
C 16.8640 6.8266 11.5180
H 10.3173 13.0581 6.7223
C 12.1688 8.3640 12.7249
C 13.3824 10.8508 7.0262
H 14.7685 4.7728 9.8174
H 16.9547 4.7481 10.9761
H 12.7063 10.4429 12.6825
N 11.1606 8.5145 11.8858
H 8.2972 8.2684 11.2247
C 10.2304 7.5644 11.8500
C 13.1606 9.4733 12.5821
S 13.8469 9.4372 10.8925
C 12.3313 7.2617 13.5327
Ru 12.1092 8.8901 9.2609
C 8.8427 11.8632 7.5681
C 7.4156 12.5610 10.6706
H 15.2464 9.9886 5.1037
H 13.1806 7.2090 14.1898
C 13.0791 13.0371 7.1589
C 15.5480 10.7744 5.8139
H 11.4774 5.3581 14.0880
C 6.9166 11.4454 10.1248
C 9.9616 12.4394 10.3916
H 8.6894 6.6654 10.6858
S 11.3616 13.3941 10.5715
H 8.1502 9.8332 7.3854

(7)
Below is a 3-piece molecular cluster, C13H25BN2O5S overall at a distorted geometry, with properties calculated with the ωB97M-V functional and the def2-TZVPD basis.

## Properties
SMILES   O=S1(=O)OCCC[C@@H]1CB(O)O.CCCC#N.CCCC#N
E_LUMO   0.70 eV

Atoms and positions in Å:
N 0.0472 -1.0988 -0.0390
O -2.2627 -3.0741 2.6812
C 6.5196 3.7810 -2.5239
C 0.7720 -0.3999 -0.6021
C 2.7535 1.0506 -0.3686
C -3.9823 -2.5807 -0.8259
H 5.7977 5.5153 0.4171
C -5.0971 -3.8090 1.0485
H -5.5780 -4.4897 0.3230
O -4.6627 -5.9221 2.4182
H -3.6666 -0.4866 -1.2259
C 1.6897 0.5014 -1.3219
H 5.8765 6.1751 -1.2194
H 4.6296 4.9952 -0.7883
H -5.3360 -0.9122 -1.0360
H 6.3942 3.2619 -0.4301
H 7.6433 4.4362 -0.8117
H 1.5735 2.6983 0.4094
O -1.6990 -1.7736 0.7682
H -5.3595 -0.1536 1.0723
C 5.6743 5.2726 -0.6386
H 2.9547 2.2524 1.4180
H -4.3419 -3.7216 4.0577
C 6.6165 4.1421 -1.0373
N 4.0936 2.9908 -3.1063
O -3.8670 -1.2582 1.9307
H -5.7208 -2.9066 1.1084
H 3.4379 1.6854 -0.9326
C -3.7066 -3.4598 0.4232
B -4.9597 -4.5841 2.4303
C 5.1582 3.3343 -2.8543
C -4.3400 -1.0861 -0.5985
H 1.5171 1.2406 1.4129
H 2.1618 -0.0532 -2.1333
H -3.1299 -4.3650 0.2089
H 7.2191 2.9796 -2.7638
H 6.7680 4.6433 -3.1447
H -4.2862 -6.1740 3.2724
H -4.7596 -3.0594 -1.4389
H 1.1142 1.3181 -1.7612
H -3.7545 0.4564 0.8048
C -4.3385 -0.4774 0.8220
H 3.3422 0.2261 0.0410
S -2.7885 -2.3667 1.5458
O -5.1889 -3.8640 3.6088
C 2.1609 1.8561 0.7824
H -3.0710 -2.6186 -1.4435

(8)
Below is C3HFO2Tl as an isolated structure at a distorted geometry, with properties calculated with the ωB97M-V functional and the def2-TZVPD basis.

## Properties
Net charge   +1
E_LUMO   -4.61 eV

Atoms and positions in Å:
C -1.0280 -1.5202 -2.7812
O 0.4503 0.6621 1.7617
O 0.9463 2.0427 3.5528
C -0.5692 -0.4009 -2.7156
H -1.0863 0.5789 -2.6826
C 0.7156 1.3451 2.6659
Tl -0.0086 -0.5711 -0.0735
F -1.2782 -2.7572 -2.8880